[1]
A molecular structure, C26H28AlClF5N2O2 in a non-equilibrium geometry. Source: the Open Molecules 2025 dataset; level of theory: wB97M-V/def2-TZVPD.

Atoms and positions in Å:
Al1 1.7380 -0.0666 -0.6770
Cl1 3.4311 -0.2095 -1.8971
N1 1.4038 1.6371 0.1613
N2 1.2583 -1.7053 0.2230
C1 0.5358 2.5316 -0.3019
C2 0.4676 -2.6264 -0.3266
C3 2.1859 2.2616 1.2767
C4 1.6034 3.6630 1.3441
C5 3.6533 2.2915 0.8953
C6 1.9345 1.5592 2.5843
H1 3.7946 2.9321 0.0128
H2 4.0487 1.2945 0.6554
H3 4.2332 2.7041 1.7320
H4 0.8750 1.2846 2.6609
H5 2.1596 2.2473 3.4136
H6 2.5755 0.6791 2.7040
C7 1.8937 -2.3067 1.4354
C8 1.6134 -3.7875 1.2415
C9 1.1779 -1.8583 2.6852
C10 3.3738 -1.9964 1.4728
H7 3.8645 -2.3753 0.5683
H8 3.8151 -2.4886 2.3504
H9 3.5669 -0.9191 1.5608
H10 0.1056 -2.0787 2.6213
H11 1.3101 -0.7887 2.8643
H12 1.5934 -2.4071 3.5425
O1 0.5308 -3.8133 0.2533
H13 1.2564 -4.3167 2.1335
H14 2.4735 -4.3327 0.8249
O2 0.5049 3.6603 0.3821
H15 2.3163 4.4455 1.0506
H16 1.1767 3.9271 2.3162
C11 -0.3244 2.4986 -1.5182
C12 -0.4022 -2.5543 -1.5380
C13 -1.0203 -1.2317 -1.9474
H17 -1.2259 -3.2757 -1.3809
H18 0.1991 -2.9575 -2.3846
C14 -0.6939 -0.0214 -1.4030
C15 -0.9774 1.2003 -1.9408
H19 -3.2525 0.0542 -0.9690
C16 -1.9414 1.2289 -2.9960
C17 -2.4520 0.0145 -3.4532
C18 -2.3945 2.5189 -3.5819
C19 -1.9907 -1.2200 -2.9930
H20 -3.1997 0.0314 -4.2482
C20 -2.5066 -2.4852 -3.5805
H21 -3.1748 -2.2447 -4.4115
H22 -3.0790 -3.0617 -2.8412
H23 -1.6920 -3.1136 -3.9592
H24 -2.9542 3.1124 -2.8468
H25 -3.0555 2.3138 -4.4261
H26 -1.5500 3.1185 -3.9399
H27 0.3021 2.8823 -2.3558
H28 -1.1234 3.2461 -1.3621
F1 -3.2817 -2.3103 0.2499
C21 -2.9874 -1.1069 0.8248
C22 -3.1298 0.0739 0.1199
C23 -2.8982 1.2677 0.7786
F2 -3.1458 2.4625 0.1690
C24 -2.3337 1.2914 2.0591
F3 -1.9302 2.4599 2.6002
C25 -2.1022 0.0877 2.7204
F4 -1.4987 0.0926 3.9321
C26 -2.4537 -1.1177 2.1187
F5 -2.2006 -2.2963 2.7407

HOMO (alpha / beta) = -0.8 / -0.8 eV
DFT total energy = -2469.50018 Eh
lowest unoccupied orbital energy (alpha / beta) = 2.80 / 2.81 eV
charge = -1

=====

[2]
A molecular structure, C26H28AuBIN10. Source: the Open Molecules 2025 dataset; level of theory: wB97M-V/def2-TZVPD.

Atoms and positions in Å:
Au1 1.1280 -0.1342 -0.1548
C1 0.6760 3.1108 -1.2856
C2 -0.4485 2.5965 -0.4542
C3 -1.6399 3.2365 -0.0977
C4 -2.3092 2.3240 0.6892
N1 -1.5620 1.2156 0.7914
N2 -0.4121 1.3905 0.1016
B1 -1.8519 -0.0641 1.6279
N3 -1.6271 -1.3137 0.7188
C5 -2.4353 -2.3683 0.5530
C6 -1.8298 -3.2594 -0.3098
C7 -0.6054 -2.6680 -0.6363
C8 0.5027 -3.1824 -1.4930
N4 -0.5064 -1.4979 -0.0036
N5 -0.8702 -0.1103 2.8160
C9 -0.9648 -0.0678 4.1631
C10 0.3057 -0.0410 4.6867
C11 1.1530 -0.0626 3.5659
C12 2.6439 -0.0412 3.4928
N6 0.4345 -0.1006 2.4584
N7 -3.3407 -0.0536 1.9872
C13 -4.0582 -0.0706 3.1341
C14 -5.3902 -0.0124 2.8136
C15 -5.4125 0.0412 1.4061
C16 -6.5918 0.1169 0.4917
N8 -4.1848 0.0181 0.9201
H1 0.5767 4.1855 -1.4300
H2 0.6911 2.6279 -2.2631
H3 1.6314 2.9123 -0.7988
H4 -1.9612 4.2237 -0.3779
H5 -3.2650 2.3869 1.1776
H6 -3.3895 -2.4104 1.0459
H7 -2.2124 -4.2057 -0.6481
H8 0.2170 -4.1247 -1.9582
H9 1.3972 -3.3519 -0.8916
H10 0.7660 -2.4672 -2.2723
H11 -1.8995 -0.0516 4.6871
H12 0.5783 -0.0075 5.7271
H13 3.0817 -0.0558 4.4900
H14 2.9956 0.8543 2.9784
H15 3.0178 -0.9034 2.9399
H16 -3.6089 -0.1342 4.1051
H17 -6.2230 -0.0127 3.4952
H18 -7.5224 0.1042 1.0572
H19 -6.6012 -0.7252 -0.2005
H20 -6.5655 1.0311 -0.1014
I1 1.0261 0.4465 -7.2673
C17 0.3701 0.1109 -5.3461
C18 -0.7801 -0.5373 -4.9612
N9 -0.7830 -0.5177 -3.6140
N10 0.2856 0.1007 -3.0992
C19 0.9962 0.4887 -4.1434
H21 -1.5694 -0.9936 -5.5320
H22 -1.4822 -0.8819 -2.9862
H23 1.9314 1.0071 -4.0070
C20 2.9324 -0.0818 -0.4625
C21 4.2687 0.0476 -0.7216
C22 5.0617 -1.1138 -0.9666
C23 6.4058 -0.9813 -1.2238
C24 7.0108 0.2757 -1.2485
C25 6.2451 1.4161 -1.0104
C26 4.8973 1.3244 -0.7491
H24 4.5903 -2.0867 -0.9498
H25 6.9981 -1.8681 -1.4105
H26 8.0691 0.3648 -1.4503
H27 6.7135 2.3919 -1.0305
H28 4.3056 2.2104 -0.5642

2S+1 = 2
HOMO (alpha / beta) = -6.9 / -8.7 eV
DFT total energy = -2013.34761 Eh
energy relative to the best compared isomer or geometry (same formula, charge and spin) = 175.11 kJ/mol
lowest unoccupied orbital energy (alpha / beta) = -0.06 / -0.52 eV
⟨S²⟩ = 0.7983

=====

[3]
A molecular structure, C26H28BrCdIN6O4. Source: the Open Molecules 2025 dataset; level of theory: wB97M-V/def2-TZVPD.

Atoms and positions in Å:
Cd1 -1.0789 -0.2043 0.1102
N1 -3.3451 1.0018 -1.8540
C1 -2.2471 1.0686 -2.6395
O1 -1.5823 2.0906 -2.7963
C2 -1.8606 -0.2324 -3.3430
C3 -0.3387 -0.3599 -3.3396
H1 -3.4525 1.8101 -1.2521
H2 -3.4336 0.0855 -1.3237
H3 -2.2744 -0.1920 -4.3553
H4 -2.3197 -1.0801 -2.8309
H5 0.0927 0.6284 -3.5013
H6 0.0356 -1.0423 -4.1138
O2 3.6847 -4.0838 3.5581
C4 2.8280 -3.2110 2.9419
C5 2.6512 -3.1787 1.5662
C6 1.7601 -2.2588 1.0411
N2 1.0619 -1.3971 1.7886
C7 1.2640 -1.4544 3.0824
Br1 0.2924 -0.2119 4.1531
C8 2.1183 -2.3260 3.7370
H7 4.1092 -4.6155 2.8764
H8 3.1821 -3.8440 0.8974
H9 1.6091 -2.2128 -0.0315
H10 2.2332 -2.3149 4.8099
I1 4.4979 -0.8241 -2.0320
C9 2.4495 -1.4097 -2.2358
C10 2.1909 -2.7121 -2.6741
C11 0.8716 -3.1527 -2.3549
C12 -0.0889 -2.3027 -1.9251
N3 0.1230 -0.8492 -2.0094
C13 1.5238 -0.5465 -1.7479
H11 2.9432 -3.3537 -3.1027
H12 0.6404 -4.2152 -2.3693
H13 -1.0579 -2.6213 -1.5663
H14 1.7515 0.3490 -1.1897
C14 -2.6474 4.4510 2.5329
N4 -1.4904 3.6755 2.1443
C15 -0.2404 3.9674 2.6057
C16 0.8221 3.2296 2.2694
C17 0.6336 2.0636 1.4013
O3 1.5786 1.3745 1.0380
N5 -0.6524 1.7797 1.0035
C18 -1.7160 2.5601 1.3140
O4 -2.8604 2.3648 0.9307
H15 -2.3372 5.1836 3.2780
H16 -3.4162 3.8017 2.9508
H17 -3.0824 4.9651 1.6740
H18 -0.1687 4.8423 3.2422
H19 1.8158 3.4654 2.6153
C19 -5.5742 -1.4914 -0.9433
C20 -5.0022 -2.2652 0.2050
C21 -5.7965 -3.1546 0.8963
C22 -5.3239 -3.9014 1.9781
C23 -3.9927 -3.7127 2.3361
C24 -3.1518 -2.8368 1.6725
C25 -1.7297 -2.7036 2.1117
C26 -3.6059 -2.0475 0.5497
N6 -2.8773 -1.2230 -0.1903
H20 -6.6170 -1.7734 -1.1174
H21 -5.0046 -1.6580 -1.8624
H22 -5.5317 -0.4149 -0.7611
H23 -6.8328 -3.2682 0.5809
H24 -5.9622 -4.5959 2.5117
H25 -3.5812 -4.2768 3.1722
H26 -1.5232 -3.3374 2.9804
H27 -1.4919 -1.6721 2.3959
H28 -1.0294 -2.9711 1.3117

HOMO = -0.2 eV
DFT total energy = -4676.53556 Eh
energy relative to the best compared isomer or geometry (same formula, charge and spin) = 42.12 kJ/mol
lowest unoccupied orbital energy = 3.90 eV
charge = -2

=====

[4]
A molecular structure, C26H28Cl2N7Pd. Source: the Open Molecules 2025 dataset; level of theory: wB97M-V/def2-TZVPD.

Atoms and positions in Å:
Pd1 -0.1180 -0.9133 -0.1738
C1 -2.5001 4.9822 -2.5117
C2 -1.6915 3.9573 -1.7724
C3 -0.3065 3.8932 -1.9348
C4 0.4269 2.9387 -1.2754
C5 -0.1754 1.9747 -0.4385
N1 0.6207 0.9793 0.0807
C6 1.8512 1.2762 0.5954
C7 1.9823 2.4318 1.3989
C8 3.1526 2.7442 2.0400
C9 4.2752 1.9264 1.8943
C10 5.5589 2.2553 2.5965
C11 4.1723 0.8036 1.0868
C12 2.9974 0.4553 0.4310
N2 3.0188 -0.6541 -0.4533
C13 4.1013 -1.4153 -0.7767
C14 3.7159 -2.2915 -1.7555
C15 2.3618 -1.9969 -1.9841
N3 1.9543 -1.0116 -1.2009
C16 -1.5778 2.0569 -0.2532
C17 -2.2944 3.0372 -0.9280
N4 -2.2762 1.2175 0.6477
C18 -3.4810 1.4724 1.2266
C19 -3.7808 0.4078 2.0333
C20 -2.6892 -0.4641 1.8973
N5 -1.7904 0.0356 1.0685
H1 -1.9600 5.9262 -2.5742
H2 -3.4593 5.1615 -2.0289
H3 -2.6928 4.6494 -3.5339
H4 0.1918 4.5919 -2.5952
H5 1.4970 2.8729 -1.4226
H6 1.1031 3.0496 1.5263
H7 3.2066 3.6271 2.6644
H8 5.6987 3.3334 2.6614
H9 6.4154 1.8230 2.0818
H10 5.5442 1.8646 3.6164
H11 5.0529 0.1903 0.9597
H12 5.0601 -1.3050 -0.3049
H13 4.3280 -3.0270 -2.2479
H14 1.6743 -2.4411 -2.6850
H15 -3.3673 3.0877 -0.7953
H16 -4.0202 2.3870 1.0566
H17 -4.6523 0.2777 2.6508
H18 -2.5242 -1.4170 2.3727
Cl1 1.2202 -2.2102 1.9393
C21 2.1446 -3.6176 1.3687
Cl2 1.2352 -5.1323 1.4982
H19 3.0226 -3.7205 1.9941
H20 2.4028 -3.4530 0.3298
C22 -3.7370 -5.0842 0.6580
C23 -3.1363 -3.9341 -0.0741
C24 -3.6746 -2.9952 -0.9238
C25 -2.6079 -2.1614 -1.3025
N6 -1.4800 -2.5660 -0.7133
N7 -1.8276 -3.6324 0.0302
C26 -2.6547 -0.9841 -2.2189
H21 -4.8186 -5.0714 0.5550
H22 -3.4874 -5.0341 1.7189
H23 -3.3605 -6.0318 0.2700
H24 -4.7000 -2.9119 -1.2430
H25 -1.1264 -4.1480 0.5346
H26 -2.9685 -1.2916 -3.2175
H27 -1.6711 -0.5193 -2.2863
H28 -3.3792 -0.2526 -1.8587

2S+1 = 3
HOMO (alpha / beta) = -9.7 / -10.5 eV
DFT total energy = -2438.89437 Eh
lowest unoccupied orbital energy (alpha / beta) = -2.02 / -4.43 eV
charge = +1
⟨S²⟩ = 2.0420

=====

[5]
A molecular structure, C26H28ClF2HgMnN6O8P in a non-equilibrium geometry. Source: the Open Molecules 2025 dataset; level of theory: wB97M-V/def2-TZVPD.

Atoms and positions in Å:
Mn1 -1.6640 -1.3585 3.3692
Hg1 1.7210 -0.9420 -2.3033
Cl1 -3.2728 -0.9149 0.2108
O1 -2.9024 0.4261 -0.1457
O2 -4.6304 -1.1992 -0.0807
O3 -2.3767 -1.8529 -0.4351
O4 -3.0534 -1.0577 1.6646
O5 0.9272 -0.3902 -0.2250
P1 0.6609 0.0604 1.1611
O6 -0.2911 -0.6690 2.0217
F1 0.2303 1.5536 1.0927
F2 2.0197 0.2181 1.9240
N1 -1.8981 0.6777 4.0726
C1 -3.1193 1.2578 4.0512
C2 -3.3860 2.5276 4.5077
C3 -2.3469 3.3019 5.0004
C4 -1.0719 2.7435 5.0085
C5 -0.9093 1.4537 4.5462
H1 -3.9164 0.6401 3.6536
H2 -4.4218 2.8366 4.4908
H3 -2.5155 4.2604 5.4725
H4 -0.2483 3.3732 5.3116
H5 0.0950 1.0454 4.4980
N2 -1.4909 -3.3982 2.9449
C6 -1.1005 -3.7512 1.7139
C7 -1.1623 -5.0310 1.1933
C8 -1.5457 -6.0780 2.0215
C9 -1.9640 -5.7412 3.3150
C10 -1.9438 -4.4313 3.6993
H6 -0.7123 -2.9944 1.0428
H7 -0.8025 -5.2363 0.1961
H8 -1.5249 -7.0924 1.6496
H9 -2.2471 -6.5602 3.9604
H10 -2.1965 -4.2171 4.7326
N3 3.7696 -1.4473 -1.6351
C11 4.8142 -1.4511 -2.4781
C12 6.1272 -1.5437 -2.0692
C13 6.3893 -1.7444 -0.7218
C14 5.3229 -1.8024 0.1651
C15 4.0485 -1.6310 -0.3267
H11 4.6188 -1.4481 -3.5439
H12 6.9285 -1.5923 -2.7917
H13 7.4121 -1.7618 -0.3681
H14 5.4535 -1.9113 1.2315
H15 3.2128 -1.4414 0.3314
N4 2.1768 1.4484 -2.2031
C16 3.1801 1.9857 -1.5063
C17 3.5989 3.2972 -1.6839
C18 2.8733 4.1287 -2.5274
C19 1.7343 3.6183 -3.1351
C20 1.4364 2.2872 -2.9406
H16 3.8411 1.3688 -0.9055
H17 4.4888 3.6705 -1.1973
H18 3.2524 5.1018 -2.8099
H19 1.1621 4.2372 -3.8101
H20 0.6370 1.8252 -3.5082
N5 -0.2652 -0.7324 -3.2952
C21 -1.2853 -0.2594 -2.5523
C22 -2.5079 0.0680 -3.0955
C23 -2.7325 -0.2355 -4.4317
C24 -1.7555 -0.9203 -5.1517
C25 -0.5474 -1.1642 -4.5354
H21 -1.0494 -0.0075 -1.5268
H22 -3.2687 0.5842 -2.5307
H23 -3.6597 0.0389 -4.9168
H24 -1.9406 -1.0786 -6.2041
H25 0.2412 -1.5858 -5.1466
C26 -2.0628 4.0454 0.1192
N6 -2.1570 3.5634 -1.2892
O7 -3.1409 2.9422 -1.6168
O8 -1.2073 3.8011 -2.0177
H26 -1.3101 3.4032 0.5742
H27 -3.0086 3.7990 0.5900
H28 -1.7598 5.0839 0.1244

2S+1 = 6
HOMO (alpha / beta) = -14.4 / -14.4 eV
DFT total energy = -4243.11779 Eh
lowest unoccupied orbital energy (alpha / beta) = -5.46 / -5.46 eV
charge = +2
⟨S²⟩ = 8.7552

=====

[6]
6 unconnected molecules or ions with the total composition C26H28F5N2O18 in a non-equilibrium geometry. Source: the Open Molecules 2025 dataset; level of theory: wB97M-V/def2-TZVPD.

Atoms and positions in Å:
N1 -3.0564 -7.1857 -0.4015
C1 -3.2271 -5.6693 -0.3068
C2 -3.4452 -4.9974 -1.8137
C3 -2.2936 -5.4320 -2.9020
C4 -1.0371 -4.3812 -2.9532
C5 -1.4494 -2.8038 -3.1143
O1 -2.3689 -2.3491 -4.0093
C6 -0.7273 -1.6755 -2.1128
C7 0.5356 -2.1052 -1.1482
C8 1.2566 -0.9847 -0.1555
C9 0.7656 0.5779 -0.0855
C10 -0.4978 1.0356 -1.0641
C11 -1.2238 -0.0814 -2.0710
O2 -2.9399 -5.3684 -4.2543
N2 -2.9125 -6.6792 -4.6499
O3 -1.7173 -7.0065 -4.7664
H1 -2.0618 -7.4393 -0.5899
H2 -3.6172 -7.4510 -1.2587
H3 -2.3961 -5.1402 0.3255
H4 -4.2452 -5.5092 0.2958
H5 -4.4651 -5.4756 -2.2098
H6 -3.6530 -3.8376 -1.7569
H7 -0.3566 -4.6529 -3.8958
H8 -0.3606 -4.6186 -2.0112
H9 1.0156 -3.1932 -1.1031
H10 2.1631 -1.3220 0.5093
H11 1.3215 1.3171 0.6450
H12 -0.8453 2.1736 -1.0499
H13 -2.0921 0.3448 -2.7429
C12 -2.2963 -11.5626 1.0978
C13 -0.8523 -11.6442 1.4583
O4 -0.4636 -10.2938 1.5691
C14 -1.5903 -9.6309 1.9533
O5 -1.5964 -8.5015 2.4142
O6 -2.7135 -10.3892 1.7664
F1 -0.1377 -12.2127 0.4615
H14 -2.4580 -11.4438 0.0211
H15 -2.8611 -12.4326 1.4434
H16 -0.6540 -12.1630 2.4023
C15 0.7318 5.9321 0.7990
C16 0.9924 5.1671 -0.4534
O7 0.0041 4.1622 -0.4374
C17 -1.0430 4.7056 0.2445
O8 -2.1758 4.2535 0.2328
O9 -0.6707 5.8246 0.9377
F2 2.2056 4.5720 -0.4114
H17 1.2181 5.4895 1.6748
H18 1.0388 6.9784 0.7188
H19 0.8995 5.7604 -1.3693
C18 -5.1456 7.2481 0.3516
C19 -3.6617 7.1310 0.4300
O10 -3.2780 8.2812 1.1488
C20 -4.3379 8.5644 1.9569
O11 -4.2854 9.3153 2.9167
O12 -5.4665 7.8977 1.5652
F3 -3.1073 7.1936 -0.8013
H20 -5.4779 7.8657 -0.4896
H21 -5.6369 6.2735 0.2868
H22 -3.3092 6.2355 0.9528
C21 6.9416 3.3947 -0.8445
C22 5.8027 2.4504 -0.6633
O13 4.6757 3.2231 -1.0092
C23 5.1331 4.1307 -1.9167
O14 4.4131 4.7896 -2.6483
O15 6.4990 4.2074 -1.9129
F4 5.6843 2.0805 0.6316
H23 7.1185 4.0193 0.0375
H24 7.8714 2.8804 -1.1022
H25 5.8502 1.5620 -1.3021
C24 3.9419 4.6350 2.7049
C25 4.7623 4.3662 3.9199
O16 4.3842 5.3943 4.8070
C26 3.0982 5.6960 4.4725
O17 2.3392 6.3367 5.1805
O18 2.7595 5.1861 3.2491
F5 6.0805 4.4992 3.6509
H26 4.4064 5.3645 2.0330
H27 3.7259 3.7248 2.1391
H28 4.5726 3.3920 4.3831

HOMO = -2.6 eV
DFT total energy = -2970.21313 Eh
lowest unoccupied orbital energy = 1.40 eV
charge = -1